Entry 1:
Density functional theory data (ωB97M-V/def2-TZVPD) for the ion C4H7Br2N2OS with charge +1.

Computed properties:
Total charge: +1
E_LUMO (eV): -4.67
Frontier orbital gap (eV): 8.710

The geometry in XYZ format:
```
17
Properties=species:S:1:pos:R:3:forces:R:3
Br -2.89436 -1.58413 -0.12353 0.6 0.8 -0.3
Br -3.05961 1.65822 -0.39362 1.5 -1.5 -0.6
S 1.95151 0.99087 -0.48393 0.5 -0.7 -0.2
O -1.13536 0.36003 1.73850 0.4 -0.4 -1.2
N 2.51687 -1.48016 -0.09292 -0.8 0.2 -0.4
N 0.24587 -0.87308 0.43422 2.6 0.1 -1.8
C -1.76969 0.06191 -0.61933 -3.0 0.5 3.6
C 0.51704 1.91758 -0.34832 -3.1 -4.8 -1.9
C -0.72118 0.14727 0.44950 0.3 2.7 0.5
C 1.46110 -0.65902 -0.08415 1.4 2.4 0.1
H 2.35400 -2.45146 -0.06399 -0.1 -1.3 0.2
H 0.24870 -1.65314 1.04491 -0.9 -0.7 1.0
H -2.05953 0.08426 1.80275 -0.4 0.2 0.2
H -1.51601 -0.15939 -1.59018 0.8 0.1 -2.1
H 0.55673 2.80803 0.12268 0.4 2.5 2.3
H -0.10000 2.04887 -1.25642 0.6 -0.4 0.3
H 3.40394 -1.21664 -0.53618 -0.7 0.2 0.3
```
Forces are in eV/Å.

Löwdin atomic charge list, values in e, 6 entries: number 1, Br, carries 0.653; number 2, Br, carries 0.667; number 3, S, carries 1.044; number 4, O, carries 0.021; number 5, N, carries 0.145; number 6, N, carries 0.108

=====

Entry 2:
Density functional theory data (ωB97M-V/def2-TZVPD) for a cluster of 2 separate species, C4H7BrF4N2 in total.

Computed properties:
2S+1: 3
E_LUMO (spin up / spin down) (eV): -0.72 / -4.46
Frontier orbital gap (spin up / spin down) (eV): 6.029 / 6.400

The geometry in XYZ format:
```
18
Properties=species:S:1:pos:R:3:forces:R:3
Br 1.69338 -2.05543 -0.76124 0.5 0.4 0.0
F 2.27819 1.66412 -1.15741 1.1 -2.1 -0.1
F 2.28297 2.91293 0.38135 -0.5 -1.7 1.9
F 2.24860 -0.61630 1.81871 -1.2 -0.7 -0.1
F 4.15528 1.85552 0.31849 -2.4 -1.5 -0.9
N 1.16972 -0.01368 1.17892 4.1 5.7 6.3
N 2.60355 1.52443 0.16773 2.5 5.8 -1.4
C -2.58371 -0.46546 0.48999 -2.1 0.7 -1.8
C -0.32821 -0.02876 -0.61380 -1.7 -0.5 -0.3
C -1.59701 -0.92348 -0.51665 0.1 -1.8 -2.1
C 0.67014 -0.64307 0.22701 -2.1 -6.5 -5.7
H -0.53738 0.93190 -0.22195 -0.3 1.3 0.1
H -0.08301 0.01083 -1.65896 0.6 0.2 -0.3
H -2.18638 -0.04243 1.34550 1.1 0.7 1.8
H -1.16637 -1.90792 -0.33033 -0.3 -0.1 0.8
H -3.24347 -1.24465 0.77125 -0.6 -1.0 0.5
H -3.29468 0.29798 0.07812 0.8 -0.3 0.1
H -2.08161 -1.25652 -1.51672 0.6 1.6 1.2
```
Forces are in eV/Å.

Löwdin atomic charge list, values in e, 6 entries: number 1, Br, carries 0.703; number 2, F, carries 0.014; number 3, F, carries -0.028; number 4, F, carries -0.042; number 5, F, carries -0.097; number 6, N, carries 0.048

=====

Entry 3:
Density functional theory data (ωB97M-V/def2-TZVPD) for an isolated molecule of C4H7BrN2.

Computed properties:
Structure (SMILES): C=N/C=C/N(C)Br
E_LUMO (eV): -0.02
Frontier orbital gap (eV): 8.084

The geometry in XYZ format:
```
14
Properties=species:S:1:pos:R:3:forces:R:3
Br 3.03798 -0.33948 -0.08071 -0.6 0.1 0.1
N -1.98707 -0.98537 -0.42488 0.8 -0.6 -0.6
N 1.34717 0.42149 0.32430 1.3 2.9 0.7
C -2.03054 -2.10035 0.22340 0.2 2.4 0.9
C 1.35444 1.91854 -0.03889 0.1 -3.6 -0.9
C -0.91554 -0.04366 -0.41290 0.0 -0.2 0.6
C 0.25962 -0.36184 0.14532 -1.0 3.1 -1.8
H 2.02351 2.53057 0.46589 1.9 0.3 1.1
H 1.48771 1.96397 -1.08123 0.7 0.3 -1.5
H -1.48196 -2.31687 1.18900 -0.1 0.1 -1.2
H 0.46108 2.39734 0.09837 -2.9 0.5 0.8
H -0.96881 0.91803 -0.91784 -0.9 -0.3 0.0
H -2.85280 -2.73577 -0.02869 -0.3 -0.6 -0.1
H 0.26521 -1.26661 0.53884 0.9 -4.3 1.8
```
Forces are in eV/Å.

Löwdin atomic charge list, values in e, 6 entries: number 1, Br, carries 0.692; number 2, N, carries -0.029; number 3, N, carries -0.527; number 4, C, carries -0.062; number 5, C, carries -0.108; number 6, C, carries -0.134

=====

Entry 4:
Density functional theory data (ωB97M-V/def2-TZVPD) for a cluster of 2 separate species, C4H7BrNS in total.

Computed properties:
Total charge: +1
E_LUMO (eV): -3.77
Frontier orbital gap (eV): 8.953

The geometry in XYZ format:
```
14
Properties=species:S:1:pos:R:3:forces:R:3
Br 1.25790 -0.97430 -1.98655 -0.5 0.0 0.1
S -2.92398 -1.78901 -0.89975 0.9 1.8 -0.2
N 1.25807 0.46555 0.92110 -1.8 1.9 0.1
C -2.50870 -0.07431 -0.75562 -1.7 -0.6 2.1
C -1.22741 0.22396 -1.03862 0.6 0.2 -0.9
C -0.59852 -0.95283 -1.41953 1.5 -2.0 -1.5
C -1.34775 -2.10064 -1.48386 0.3 0.7 1.0
H -3.08835 0.51202 -0.04724 -0.6 0.2 -0.9
H -0.72283 1.18221 -1.19277 -0.6 -0.1 0.5
H 1.30069 0.15435 1.86803 0.3 -0.9 0.8
H 1.47105 -0.17685 0.18523 0.8 -1.4 -0.8
H 1.84073 1.29304 0.83615 0.1 0.2 -0.2
H 0.25657 0.70680 0.71629 0.7 0.1 0.2
H -0.98650 -3.09998 -1.60431 0.0 -0.3 -0.5
```
Forces are in eV/Å.

Löwdin atomic charge list, values in e, 6 entries: number 1, Br, carries 0.791; number 2, S, carries 1.056; number 3, N, carries 0.307; number 4, C, carries -0.361; number 5, C, carries -0.283; number 6, C, carries -0.781

=====

What did we get for energy above the lowest of the compared OMol25 structures with the same formula, charge and spin? Answer: 50.12; 17.14; 54.19; 19.07 kcal/mol, in the order shown.